1.
ORCA calculation (wB97M-V/def2-TZVPD) on C20H19Cl3N4O2 in the gas phase at a distorted geometry.

Last column: Mulliken charge in e.
Atoms and positions in Å:
C -2.753 -1.476 0.536  -1.645
C -3.952 -0.578 0.427  0.349
C -5.248 -1.062 0.550  0.553
Cl -5.532 -2.749 0.845  -0.267
C -6.359 -0.240 0.443  -0.723
C -6.177 1.110 0.206  -0.536
C -4.905 1.632 0.080  -0.770
C -3.795 0.800 0.190  0.578
N -2.499 1.294 0.069  0.050
C -2.074 2.558 -0.227  0.373
O -2.775 3.519 -0.441  -0.669
C -0.591 2.594 -0.262  0.232
N 0.145 3.675 -0.598  -0.697
C 1.389 3.275 -0.508  1.067
C 2.578 4.078 -0.853  -1.527
N 1.410 1.969 -0.117  0.750
C 2.479 1.079 0.063  -0.534
C 2.441 -0.131 -0.620  -0.361
C 3.447 -1.079 -0.480  -0.628
O 3.452 -2.249 -1.171  -0.551
C 2.540 -3.288 -0.781  0.538
C 1.077 -2.957 -1.068  -1.373
C 2.737 -3.673 0.682  -1.321
C 4.540 -0.754 0.339  0.749
Cl 5.845 -1.862 0.486  -0.175
C 4.583 0.442 1.034  -0.655
C 3.542 1.350 0.923  0.941
Cl 3.559 2.775 1.894  -0.192
N 0.149 1.535 0.020  -0.852
H -2.167 -1.449 -0.383  0.347
H -3.066 -2.501 0.707  0.443
H -2.116 -1.173 1.368  0.366
H -7.347 -0.658 0.544  0.418
H -7.034 1.759 0.120  0.398
H -4.757 2.682 -0.107  0.544
H -1.750 0.631 0.220  0.139
H 3.409 3.437 -1.137  0.344
H 2.879 4.695 -0.008  0.303
H 2.319 4.741 -1.675  0.392
H 1.610 -0.320 -1.279  0.683
H 2.854 -4.115 -1.427  0.262
H 0.697 -2.224 -0.359  0.215
H 0.485 -3.863 -0.971  0.508
H 0.964 -2.579 -2.081  0.388
H 2.129 -4.542 0.917  0.464
H 2.441 -2.852 1.334  0.285
H 3.779 -3.914 0.874  0.339
H 5.418 0.657 1.682  0.458

The spin multiplicity is 1. For the HOMO-LUMO gap, the calculation gives 0.318 hartree. As for the largest force on an atom: 0.02499 hartree/bohr. The calculation puts the HOMO energy at -8.48 eV. The SMILES is Cc1c(Cl)cccc1NC(=O)c1nc(C)n(-c2cc(OC(C)C)c(Cl)cc2Cl)n1. The value obtained for the total energy is -2523.65741 Ha. The value obtained for the molar mass is 453.8 g mol⁻¹.

2.
ORCA calculation (wB97M-V/def2-TZVPD) on a molecular structure, C3H4LiO3V at a distorted geometry.

Last column: Mulliken spin population.
Atoms and positions in Å:
H 1.873 -1.222 -0.634  -0.011
C 0.774 -1.166 -0.746  -0.003
C 0.382 0.162 -1.331  0.068
O 0.091 1.036 -0.251  0.006
C -1.069 1.994 0.264  -0.104
O -0.638 2.455 1.454  -0.019
V -0.101 0.093 1.484  3.063
O 0.170 -1.484 0.507  0.006
H 0.499 -1.913 -1.516  0.000
H -0.570 0.045 -1.880  -0.006
H -1.178 3.181 1.793  0.005
Li -0.232 -3.181 0.857  -0.005

The spin multiplicity is 4. For the HOMO-LUMO gap (alpha / beta), the calculation gives 0.192 / 0.182 hartree. As for the charge: +1. As for the largest force on an atom: 0.07067 hartree/bohr. The calculation puts the HOMO energy (alpha / beta) at -10.11 / -9.98 eV. The value obtained for the total energy is -1293.49518 Ha. The value obtained for the molar mass is 145.9 g mol⁻¹.

3.
ORCA calculation (wB97M-V/def2-TZVPD) on 11 unconnected molecules or ions with the total composition C34H74N6O17S2 at a distorted geometry.

Last column: Mulliken charge in e.
Atoms and positions in Å:
O 3.858 1.515 -4.396  -0.495
S 3.855 2.963 -4.764  1.014
O 5.143 3.682 -4.721  -0.509
O 3.121 3.120 -6.265  -0.342
C 1.733 3.066 -6.140  -0.237
C 1.434 3.847 -4.863  -0.228
O 2.622 3.808 -4.067  -0.277
H 1.242 3.474 -7.024  0.317
H 1.369 2.047 -6.007  0.258
H 0.659 3.344 -4.285  0.228
H 1.061 4.855 -5.045  0.266
O 6.016 -1.856 6.209  -0.507
S 5.830 -3.263 5.874  1.060
O 6.929 -4.208 6.058  -0.519
O 4.474 -3.891 6.594  -0.320
C 3.441 -4.135 5.672  -0.366
C 4.126 -4.393 4.315  -0.216
O 5.218 -3.464 4.336  -0.286
H 2.743 -4.886 6.042  0.314
H 2.769 -3.276 5.677  0.277
H 3.442 -4.127 3.508  0.306
H 4.438 -5.433 4.225  0.254
C -5.184 1.303 -6.970  -0.780
N -5.669 1.678 -5.610  -0.211
C -5.154 2.734 -4.959  0.641
C -5.673 3.087 -3.534  -0.845
O -4.232 3.440 -5.404  -0.656
H -5.394 0.250 -7.156  0.306
H -4.125 1.533 -7.085  0.268
H -5.700 1.933 -7.695  0.271
H -6.462 1.148 -5.278  0.231
H -4.808 2.888 -2.901  0.197
H -6.551 2.487 -3.295  0.310
H -5.888 4.147 -3.402  0.268
C -9.738 0.608 3.958  -0.831
N -8.359 0.700 3.735  -0.197
C -7.866 1.105 2.563  0.645
C -6.315 1.342 2.429  -0.925
O -8.560 1.459 1.623  -0.635
H -10.307 0.397 3.052  0.277
H -9.933 1.618 4.320  0.284
H -9.982 -0.193 4.655  0.318
H -7.734 0.355 4.450  0.239
H -5.894 0.831 1.563  0.276
H -5.717 0.975 3.263  0.312
H -6.143 2.411 2.305  0.236
C 5.764 -3.834 -2.458  -0.814
N 4.696 -4.294 -3.305  -0.161
C 3.465 -4.546 -2.828  0.679
C 2.382 -5.011 -3.769  -1.034
O 3.180 -4.241 -1.668  -0.665
H 6.735 -4.153 -2.838  0.321
H 5.630 -4.089 -1.407  0.280
H 5.711 -2.746 -2.411  0.246
H 4.912 -4.677 -4.214  0.242
H 2.490 -5.872 -4.429  0.367
H 2.038 -4.172 -4.375  0.269
H 1.546 -5.200 -3.096  0.271
C -1.076 -0.743 -1.705  -0.883
N 0.084 -0.546 -0.924  -0.093
C 0.464 0.548 -0.294  0.788
C 1.885 0.350 0.393  -1.179
O -0.158 1.611 -0.297  -0.686
H -0.910 -1.420 -2.543  0.341
H -1.279 0.157 -2.286  0.284
H -1.871 -1.126 -1.065  0.255
H 0.857 -1.195 -0.924  0.176
H 2.599 0.260 -0.427  0.330
H 1.980 -0.409 1.169  0.344
H 2.107 1.333 0.807  0.325
C -2.130 -9.579 -3.632  -0.849
N -2.466 -8.614 -4.684  -0.184
C -3.100 -7.468 -4.432  0.669
C -3.401 -6.521 -5.617  -0.947
O -3.339 -7.083 -3.304  -0.628
H -2.304 -10.588 -4.006  0.341
H -2.767 -9.532 -2.748  0.290
H -1.081 -9.456 -3.366  0.264
H -2.327 -8.858 -5.654  0.227
H -3.024 -6.936 -6.552  0.303
H -2.837 -5.607 -5.427  0.231
H -4.429 -6.222 -5.821  0.284
C -0.309 -7.239 1.150  -0.863
N -1.450 -6.334 1.093  -0.134
C -1.777 -5.461 2.013  0.766
C -3.006 -4.607 1.816  -0.923
O -1.149 -5.253 3.073  -0.684
H 0.455 -6.976 1.881  0.291
H 0.284 -7.171 0.237  0.307
H -0.670 -8.253 1.321  0.299
H -2.008 -6.280 0.253  0.166
H -3.457 -4.872 0.860  0.279
H -2.789 -3.539 1.788  0.251
H -3.706 -4.825 2.623  0.247
C -1.341 3.509 5.703  -0.462
C -0.265 3.331 6.735  -0.573
C -0.823 4.007 8.006  -0.352
O -1.693 5.005 7.437  -0.407
C -1.742 4.952 6.021  -0.424
H -2.217 2.903 5.935  0.250
H -1.004 3.362 4.677  0.322
H 0.626 3.859 6.393  0.269
H 0.051 2.288 6.760  0.338
H -0.061 4.405 8.676  0.266
H -1.492 3.354 8.568  0.240
H -1.030 5.675 5.623  0.261
H -2.740 5.238 5.690  0.273
C 8.908 1.908 3.210  -0.432
C 8.059 1.716 1.985  -0.411
C 8.773 2.348 0.827  -0.460
O 9.586 3.333 1.513  -0.400
C 10.096 2.703 2.668  -0.448
H 9.237 0.945 3.600  0.258
H 8.332 2.471 3.944  0.252
H 7.106 2.200 2.196  0.196
H 7.811 0.665 1.835  0.318
H 8.203 2.842 0.039  0.282
H 9.374 1.606 0.303  0.261
H 10.564 3.402 3.361  0.313
H 10.880 2.013 2.356  0.273
C -0.977 9.035 -1.403  -0.533
C -1.698 7.769 -1.171  -0.606
C -1.349 7.401 0.250  -0.362
O -1.218 8.675 0.900  -0.401
C -1.352 9.712 -0.097  -0.443
H -1.239 9.598 -2.298  0.332
H 0.097 8.853 -1.400  0.255
H -1.355 6.958 -1.815  0.305
H -2.756 7.954 -1.358  0.290
H -0.471 6.768 0.380  0.322
H -2.249 6.829 0.475  0.258
H -0.817 10.639 0.109  0.321
H -2.391 10.035 -0.163  0.264

The spin multiplicity is 1. For the HOMO-LUMO gap, the calculation gives 0.337 hartree. As for the largest force on an atom: 0.09026 hartree/bohr. The calculation puts the HOMO energy at -9.24 eV. The SMILES is O=S1(=O)OCCO1.O=S1(=O)OCCO1.CNC(C)=O.CNC(C)=O.CNC(C)=O.CNC(C)=O.CNC(C)=O.CNC(C)=O.C1CCOC1.C1CCOC1.C1CCOC1. The value obtained for the total energy is -3743.73606 Ha. The value obtained for the molar mass is 903.1 g mol⁻¹.

4.
ORCA calculation (wB97M-V/def2-TZVPD) on a molecular structure, C36H43N9O4PS3Zr at a distorted geometry.

Last column: Mulliken charge in e.
Atoms and positions in Å:
Zr -0.191 0.184 -0.002  0.147
N 1.459 -0.001 -1.862  0.836
C 2.915 -0.021 -1.798  -1.037
C 3.645 -0.473 -2.885  -0.208
C 5.030 -0.438 -2.842  -0.864
C 5.682 0.082 -1.729  -0.869
C 4.945 0.534 -0.647  -0.319
C 3.553 0.452 -0.659  -0.045
P 2.502 1.007 0.712  2.665
C 3.193 0.306 2.243  0.711
C 4.212 -0.641 2.284  -0.940
C 4.654 -1.135 3.507  -0.922
C 4.071 -0.709 4.692  -1.048
C 3.019 0.203 4.656  -0.907
C 2.576 0.697 3.440  -0.667
C 2.963 2.783 0.779  0.528
C 2.867 3.523 -0.409  -0.088
C 3.200 4.869 -0.442  -0.769
C 3.629 5.504 0.716  -0.692
C 3.754 4.778 1.892  -0.784
C 3.428 3.428 1.927  -0.714
H 1.148 -0.521 -2.672  0.362
H 1.158 0.958 -2.041  0.154
H 3.139 -0.840 -3.774  0.494
H 5.602 -0.793 -3.689  0.473
H 6.763 0.140 -1.710  0.507
H 5.454 0.959 0.212  0.600
H 4.669 -1.001 1.371  0.531
H 5.464 -1.854 3.529  0.516
H 4.439 -1.079 5.641  0.468
H 2.560 0.542 5.579  0.589
H 1.751 1.401 3.416  0.639
H 2.576 3.035 -1.331  0.343
H 3.137 5.419 -1.373  0.483
H 3.887 6.556 0.694  0.435
H 4.123 5.262 2.789  0.460
H 3.572 2.883 2.848  0.447
N 1.622 -2.566 3.023  0.389
C 2.352 -3.126 1.985  0.156
C 3.325 -4.118 1.967  -1.071
C 3.842 -4.453 0.732  -0.874
C 3.391 -3.829 -0.443  -1.030
C 2.423 -2.844 -0.410  -0.281
C 1.911 -2.478 0.836  -0.048
N 0.933 -1.534 1.194  1.338
C 0.805 -1.643 2.507  0.053
C -0.206 -0.888 3.217  -1.227
C -0.409 -0.701 4.542  -0.337
S -1.802 0.254 4.765  -0.178
C -2.014 0.362 3.082  -0.347
N -1.118 -0.280 2.389  0.521
H 1.689 -2.811 3.998  0.326
H 3.667 -4.602 2.875  0.564
H 4.603 -5.221 0.663  0.459
H 3.811 -4.130 -1.396  0.509
H 2.083 -2.374 -1.320  0.541
H 0.174 -1.062 5.380  0.472
H -2.830 0.915 2.630  0.437
N -0.906 -1.983 -0.747  -0.397
C -2.363 -2.184 -0.478  0.442
C -3.049 -2.726 -1.750  -0.950
C -4.573 -2.884 -1.780  -1.142
C -5.144 -3.937 -0.808  -0.789
N -5.819 -3.297 0.330  0.008
C -7.043 -3.569 0.764  0.857
N -7.668 -4.694 0.424  -0.377
N -7.659 -2.702 1.573  -0.335
C -2.980 -0.895 0.061  -0.214
O -4.117 -0.911 0.492  -0.891
O -2.220 0.166 0.046  -0.391
H -0.825 -1.785 -1.743  0.460
H -0.397 -2.839 -0.572  0.408
H -2.462 -2.906 0.332  0.703
H -2.596 -3.700 -1.954  0.454
H -2.768 -2.070 -2.579  0.362
H -4.833 -3.168 -2.799  0.465
H -5.063 -1.930 -1.593  0.429
H -4.351 -4.589 -0.438  0.379
H -5.859 -4.563 -1.336  0.463
H -5.394 -2.420 0.621  0.185
H -7.191 -5.440 -0.048  0.200
H -8.606 -4.880 0.736  0.219
H -7.246 -1.809 1.779  0.162
H -8.555 -2.907 1.979  0.201
O -0.132 1.945 1.524  -0.245
S -0.115 2.977 0.421  0.181
N -0.082 2.221 -0.857  0.106
C -0.893 2.094 -4.125  -0.949
S -1.899 0.788 -3.442  0.348
C -3.129 1.800 -2.633  -0.727
O -1.088 0.105 -2.329  -0.470
H -0.566 2.750 -3.323  0.213
H -1.501 2.627 -4.859  0.527
H -0.049 1.627 -4.635  0.340
H -3.915 1.147 -2.258  0.180
H -3.542 2.493 -3.367  0.548
H -2.647 2.329 -1.818  0.150

The spin multiplicity is 1. For the HOMO-LUMO gap, the calculation gives 0.272 hartree. As for the charge: +3. As for the largest force on an atom: 0.02622 hartree/bohr. The calculation puts the HOMO energy at -15.30 eV. The value obtained for the total energy is -3773.81811 Ha. The value obtained for the molar mass is 884.2 g mol⁻¹.